{"formula": "C20H26ClN4O4PbS", "method": "ωB97M-V/def2-TZVPD", "symbols": ["Pb", "C", "O", "C", "C", "O", "C", "C", "O", "C", "H", "H", "H", "H", "H", "H", "H", "H", "H", "H", "H", "H", "H", "H", "N", "C", "S", "N", "N", "C", "C", "C", "C", "C", "C", "C", "O", "H", "H", "H", "H", "H", "H", "H", "Cl", "N", "C", "C", "C", "C", "C", "C", "H", "H", "H", "H", "H"], "xyz": [[0.510, -0.369, -0.131], [-2.303, -0.814, 2.948], [-1.901, 0.176, 2.043], [-2.939, 0.870, 1.408], [-2.330, 2.079, 0.676], [-1.766, 1.841, -0.587], [-2.621, 1.807, -1.695], [-3.037, 0.393, -2.120], [-1.873, -0.332, -2.409], [-2.097, -1.682, -2.719], [-3.015, -0.417, 3.686], [-1.398, -1.141, 3.458], [-2.759, -1.677, 2.450], [-3.655, 1.250, 2.159], [-3.493, 0.214, 0.717], [-1.483, 2.414, 1.282], [-3.089, 2.874, 0.593], [-2.053, 2.242, -2.527], [-3.522, 2.413, -1.519], [-3.682, 0.467, -3.015], [-3.618, -0.108, -1.329], [-2.693, -1.792, -3.637], [-2.614, -2.206, -1.906], [-1.114, -2.124, -2.860], [4.691, -0.739, -2.047], [3.580, -0.551, -1.262], [2.139, -0.168, -2.175], [3.742, -0.600, 0.009], [2.699, -0.275, 0.818], [3.005, -0.152, 2.071], [2.217, 0.465, 3.083], [2.671, 0.395, 4.408], [2.062, 1.075, 5.434], [0.960, 1.887, 5.149], [0.503, 2.003, 3.867], [1.075, 1.285, 2.774], [0.584, 1.428, 1.616], [4.480, -1.040, -2.985], [5.440, -1.235, -1.588], [4.015, -0.462, 2.361], [3.536, -0.221, 4.631], [2.437, 0.990, 6.445], [0.464, 2.418, 5.954], [-0.342, 2.635, 3.628], [2.388, -3.424, -0.385], [0.804, -2.838, 0.015], [-0.035, -3.764, 0.503], [0.305, -5.094, 0.836], [-0.621, -5.961, 1.374], [-1.932, -5.562, 1.586], [-2.298, -4.270, 1.228], [-1.384, -3.393, 0.695], [1.315, -5.436, 0.673], [-0.314, -6.972, 1.627], [-2.655, -6.234, 2.027], [-3.329, -3.952, 1.352], [-1.675, -2.387, 0.428]], "atomic_forces_ev_per_a": [[-0.75, 0.07, 0.44], [-0.14, -0.10, 0.13], [0.03, 0.06, -0.17], [0.06, 0.30, -0.17], [-0.21, -0.01, 0.48], [0.21, -0.27, -0.17], [-0.16, -0.34, -0.31], [-0.07, 0.30, 0.15], [0.08, 0.28, 0.03], [-0.03, -0.20, -0.10], [0.06, 0.02, -0.01], [-0.05, -0.09, 0.05], [-0.01, 0.03, -0.01], [0.07, -0.06, -0.08], [0.01, 0.05, 0.11], [-0.21, 0.04, 0.05], [0.05, -0.10, 0.04], [-0.13, 0.00, 0.05], [0.07, -0.04, -0.04], [0.06, 0.00, 0.12], [0.08, 0.05, -0.11], [0.07, 0.03, 0.05], [0.04, 0.02, 0.03], [-0.04, -0.14, -0.02], [0.35, -0.23, -0.25], [-0.52, 0.43, 0.14], [0.12, 0.12, -0.32], [1.20, -0.34, 0.00], [-0.37, 0.26, 0.31], [0.44, -0.18, -0.77], [-0.62, 0.14, 0.28], [0.01, 0.01, 0.12], [0.23, -0.19, 0.27], [-0.09, 0.04, -0.01], [-0.20, 0.06, 0.11], [0.14, 0.12, 0.18], [0.22, -0.01, -0.45], [0.07, -0.04, 0.11], [0.03, -0.01, 0.02], [-0.09, 0.05, -0.15], [0.07, -0.03, -0.08], [0.01, -0.02, 0.03], [0.02, 0.06, -0.03], [-0.06, 0.04, 0.00], [-0.11, -0.24, 0.09], [0.59, 0.73, -0.47], [-0.04, -0.68, 0.17], [0.25, -0.07, -0.04], [-0.21, -0.04, 0.03], [-0.20, -0.21, 0.15], [-0.12, -0.03, -0.01], [-0.03, 0.13, 0.05], [0.03, 0.04, 0.01], [-0.01, 0.06, 0.00], [-0.06, -0.08, -0.02], [0.01, 0.03, 0.05], [-0.11, 0.13, -0.04]], "mulliken_charge": [1.12, -0.86, 0.18, -0.31, -0.56, -0.19, -0.68, -0.45, -0.17, -0.83, 0.32, 0.23, 0.20, 0.45, 0.11, -0.04, 0.42, 0.31, 0.37, 0.39, 0.27, 0.33, 0.31, 0.22, -0.51, 0.43, -0.58, -0.93, 0.62, -0.60, 0.44, -0.66, -0.65, -0.44, -0.36, 0.56, -0.88, 0.22, 0.25, 0.29, 0.34, 0.36, 0.37, 0.32, -0.28, -0.29, 0.33, -0.57, -0.52, -0.62, -0.63, 0.24, 0.38, 0.35, 0.34, 0.37, 0.13], "relative_energy_kj_mol": 111.0, "orbital_gap_ev": 6.67, "charge": -1, "multiplicity": 1, "e_homo_ev": -3.874}



{"formula": "C20H26N2O2SiTl", "method": "ωB97M-V/def2-TZVPD", "symbols": ["C", "C", "C", "H", "C", "C", "H", "H", "H", "H", "Tl", "C", "H", "H", "H", "Si", "C", "C", "H", "C", "H", "C", "H", "C", "H", "C", "H", "C", "C", "H", "C", "H", "C", "H", "C", "H", "C", "H", "H", "H", "C", "O", "C", "O", "N", "N", "H", "H", "H", "H", "H", "H"], "xyz": [[2.310, 0.819, 1.164], [2.443, 0.133, -0.075], [2.417, 1.097, -1.121], [2.586, -0.937, -0.206], [2.261, 2.386, -0.531], [2.217, 2.216, 0.885], [2.221, 3.025, 1.617], [2.317, 0.365, 2.152], [2.546, 0.887, -2.179], [2.264, 3.339, -1.053], [-0.829, 2.089, -0.981], [-2.842, -2.108, -2.171], [-2.525, -1.876, -3.191], [-3.903, -2.348, -2.161], [-2.349, -3.080, -1.882], [-1.357, -1.913, -0.692], [-1.336, -2.712, 0.957], [-0.100, -2.547, 1.607], [0.744, -2.107, 1.068], [0.038, -2.855, 2.959], [1.004, -2.718, 3.443], [-1.063, -3.308, 3.695], [-0.952, -3.546, 4.757], [-2.310, -3.433, 3.061], [-3.180, -3.730, 3.647], [-2.452, -3.158, 1.691], [-3.426, -3.245, 1.206], [0.175, -2.265, -1.668], [0.965, -3.427, -1.528], [0.664, -4.222, -0.831], [2.131, -3.593, -2.301], [2.745, -4.486, -2.169], [2.497, -2.636, -3.254], [3.384, -2.775, -3.869], [1.688, -1.509, -3.434], [1.939, -0.765, -4.197], [0.535, -1.331, -2.657], [-0.102, -0.448, -2.835], [-1.311, -0.460, -0.380], [-2.788, -1.217, -1.396], [-0.764, 6.901, 0.101], [-0.996, 6.003, 1.227], [-0.621, 4.737, 0.994], [-0.027, 4.367, -0.033], [-0.954, 3.926, 2.037], [-0.805, 2.518, 1.824], [-1.135, 7.871, 0.450], [-1.326, 6.556, -0.781], [0.307, 6.947, -0.141], [-1.746, 4.229, 2.597], [0.169, 2.293, 2.044], [-1.366, 2.047, 2.532]], "atomic_forces_ev_per_a": [[-0.02, 0.54, -0.58], [-0.36, 0.55, -0.02], [-0.46, -0.25, 0.48], [-0.01, 0.13, 0.02], [-0.39, -0.26, 0.37], [-0.04, -0.63, -0.30], [-0.04, -0.22, -0.18], [0.11, 0.08, -0.15], [0.04, 0.11, 0.18], [0.11, -0.19, 0.09], [1.40, 0.31, 0.36], [-0.67, -0.41, 0.59], [0.31, 0.40, 0.52], [-0.14, 0.03, 0.21], [-0.52, 0.33, -0.33], [3.89, 0.60, 1.47], [-1.19, -0.56, 0.53], [0.12, 0.23, -0.11], [-0.14, -0.22, 0.17], [-0.29, -0.07, 0.02], [-0.20, -0.05, -0.13], [-0.14, 0.09, -0.46], [-0.10, 0.12, -0.45], [0.05, -0.01, -0.21], [0.23, -0.02, -0.21], [0.49, 0.13, 0.49], [0.21, -0.07, 0.25], [-0.09, -0.31, -0.95], [0.18, 0.00, -0.17], [0.24, 0.44, -0.21], [-0.42, 0.07, 0.20], [-0.25, 0.28, -0.01], [-0.56, 0.14, 0.34], [-0.17, 0.03, 0.20], [-0.31, 0.06, -0.01], [-0.06, -0.30, 0.34], [0.25, 0.01, -0.18], [0.48, -0.36, 0.13], [-0.55, -0.12, -0.36], [-0.58, -0.73, -1.67], [-0.03, 0.06, 0.12], [0.30, -0.44, -0.58], [0.37, 0.14, -1.01], [-1.16, 0.41, 1.30], [-0.22, 0.09, -0.17], [-0.12, 0.08, 0.21], [0.15, -0.32, -0.18], [0.21, 0.15, 0.40], [-0.40, -0.03, 0.15], [0.39, -0.09, -0.03], [0.09, -0.11, -0.29], [0.00, 0.16, -0.18]], "mulliken_charge": [-0.95, -0.21, -0.70, 0.65, -1.10, -0.53, 0.69, 0.48, 0.51, 0.56, 0.73, -0.57, 0.35, 0.46, 0.24, 0.34, 0.76, -0.33, 0.16, -0.70, 0.42, -0.42, 0.39, -0.65, 0.39, -0.44, 0.35, 0.66, -0.16, 0.40, -0.65, 0.40, -0.52, 0.42, -0.69, 0.44, -0.24, 0.14, -0.38, 0.24, -0.62, -0.41, 0.74, -0.58, -0.19, -0.32, 0.24, 0.27, 0.28, 0.29, 0.11, 0.27], "relative_energy_kj_mol": 139.4, "orbital_gap_ev": 5.38, "charge": 1, "multiplicity": 1, "e_homo_ev": -8.688}



Which LUMO energy belongs to each record? In order, 2.80 -3.31 eV.
Which M belongs to each record? In order, 661.17 558.91 g mol⁻¹.